Formula: C4H9BrS
Source: the Open Molecules 2025 dataset
Level of theory: ωB97M-V/def2-TZVPD

Structure (XYZ):
```
15
Properties=species:S:1:pos:R:3:mulliken_charge:R:1
C -0.17398 -1.38838 0.15405 -1.4801
C 0.18402 0.87590 1.26438 -1.1393
C 0.01914 0.70357 -1.29261 -1.0959
C 0.05430 0.06660 0.03014 0.9565
S 3.13887 -1.24684 -0.27434 -0.2433
Br 2.54498 -1.67810 -2.26759 -0.0847
H -0.23702 -1.92625 -0.77073 0.3827
H 0.37476 -1.88410 0.88191 0.4351
H -1.29020 -1.74478 0.53817 0.3271
H 0.86765 1.70608 0.97751 0.3156
H 0.43082 0.14021 1.99455 0.3318
H -0.68885 1.43671 1.47077 0.3564
H -0.85899 0.49837 -1.79133 0.3971
H 0.38771 1.69722 -1.51365 0.3434
H 0.61213 0.19500 -2.03422 0.1976
```

Computed properties:
Frontier orbital gap (spin up / spin down) = 7.970 / 5.063 eV
Multiplicity = 1
Max |F| = 4.52 eV Å⁻¹
E_HOMO (spin up / spin down) = -8.167 / -7.086 eV
Relative energy (zero: lowest compared OMol25 entry of this formula, charge and spin) = 64.9 kcal per mole